(1)
This record from the OMol25 dataset describes a molecular structure, C29H36CoFN5OS. The level of theory is ωB97M-V with the def2-TZVPD basis set.

```
74
Properties=species:S:1:pos:R:3:forces:R:3:mulliken_charge:R:1
Co 0.494 -0.294 0.747 0.1 0.5 0.3 -0.15
C 2.868 -2.884 3.457 0.0 0.0 0.0 -1.87
C 1.849 -2.180 2.618 0.1 0.1 0.1 0.71
N 1.876 -0.930 2.329 -0.1 -0.4 -0.1 1.38
N 2.870 -0.157 2.807 0.0 0.2 -0.1 -1.61
C 2.627 1.130 2.585 0.1 -0.2 0.1 0.38
N 3.600 1.969 3.025 0.0 0.0 0.0 -0.43
S 1.254 1.816 1.819 -0.1 -0.2 -0.2 -0.53
C 0.677 -2.904 2.095 -0.1 0.0 0.1 0.55
C 0.524 -4.279 2.235 0.0 0.0 0.0 -1.02
C -0.640 -4.878 1.784 0.0 0.0 0.0 -0.55
C -1.629 -4.093 1.215 0.0 0.0 0.0 -1.13
C -1.392 -2.736 1.091 0.0 0.0 0.0 0.28
N -0.272 -2.155 1.508 0.1 -0.1 -0.3 0.60
H 3.530 -2.151 3.907 0.0 0.0 0.0 0.40
H 3.467 -3.566 2.848 0.0 0.0 0.0 0.35
H 2.392 -3.474 4.242 0.0 0.0 0.0 0.42
H 4.278 1.593 3.667 0.0 0.0 0.0 0.25
H 3.388 2.950 3.064 0.0 0.0 0.0 0.23
H 1.307 -4.865 2.694 0.0 0.0 0.0 0.48
H -0.774 -5.947 1.881 0.0 0.0 0.0 0.42
H -2.559 -4.515 0.861 0.0 0.0 0.0 0.49
H -2.123 -2.081 0.635 0.0 0.0 0.0 0.17
C 0.165 1.585 -3.306 0.0 0.0 0.0 -1.48
C 0.499 2.642 -2.253 -0.1 0.0 0.0 0.66
C 1.909 2.416 -1.715 0.0 0.0 0.0 -1.02
C -0.528 2.898 -1.145 0.0 -0.1 0.1 1.18
C -0.838 4.244 -0.958 0.1 0.0 0.1 -1.22
C -1.732 4.662 0.006 0.0 0.0 0.0 -1.40
C -2.360 3.712 0.785 0.0 0.0 0.0 -1.04
C -2.106 2.350 0.638 0.1 0.0 0.0 1.13
C -2.957 1.447 1.532 0.0 0.0 0.0 0.64
C -3.851 0.453 0.790 0.0 0.0 0.1 -1.54
C -2.200 0.756 2.664 0.0 0.0 0.0 -1.38
C -1.152 1.932 -0.317 -0.1 0.0 -0.1 -1.08
N -0.854 0.538 -0.490 0.0 0.0 0.0 2.79
C -1.616 -0.084 -1.451 0.0 0.0 -0.1 -0.50
C -2.738 0.493 -2.083 0.0 0.0 -0.1 -0.71
C -3.480 -0.177 -3.040 0.0 0.0 0.0 -0.90
C -3.150 -1.464 -3.440 0.0 0.0 0.0 -0.80
C -2.036 -2.061 -2.862 -0.1 0.0 0.0 -0.49
C -1.316 -1.375 -1.915 0.1 0.0 0.0 0.22
F -0.190 -1.979 -1.426 -0.1 0.0 0.1 -0.36
H 0.824 1.725 -4.167 0.0 0.0 0.0 0.55
H -0.864 1.659 -3.653 0.0 0.0 0.0 0.36
H 0.316 0.575 -2.928 0.0 0.0 0.0 -0.10
H 0.537 3.592 -2.794 0.0 0.0 0.0 0.51
H 1.948 1.515 -1.111 0.0 -0.1 0.1 -0.35
H 2.236 3.241 -1.082 0.0 0.0 0.0 0.34
H 2.608 2.314 -2.551 0.0 0.0 0.0 0.48
H -0.353 4.981 -1.588 0.0 0.0 0.0 0.37
H -1.952 5.714 0.136 0.0 0.0 0.0 0.38
H -3.086 4.029 1.526 0.0 0.0 0.0 0.37
H -3.641 2.143 2.027 0.0 0.0 0.0 0.55
H -3.278 -0.360 0.350 0.0 0.0 0.0 0.18
H -4.407 0.932 -0.016 0.0 0.0 0.1 0.35
H -4.571 0.024 1.491 0.0 0.0 0.0 0.54
H -1.538 -0.023 2.294 0.1 -0.1 -0.1 0.10
H -2.913 0.277 3.340 0.0 0.0 0.0 0.53
H -1.595 1.460 3.234 0.0 0.0 0.0 0.29
H -3.024 1.497 -1.800 0.0 0.0 0.0 0.60
H -4.334 0.321 -3.481 0.0 0.0 0.0 0.43
H -3.730 -1.987 -4.187 0.0 0.0 0.0 0.39
H -1.706 -3.052 -3.147 0.0 0.0 0.0 0.50
C 4.315 -0.256 -0.650 0.0 0.0 0.0 -0.93
C 3.074 -0.932 -1.144 0.0 0.1 0.1 0.61
C 3.043 -1.488 -2.538 0.0 -0.1 0.0 -1.18
O 2.095 -1.039 -0.429 0.0 0.0 -0.2 -0.07
H 4.636 0.503 -1.366 0.0 0.0 0.0 0.40
H 5.115 -0.999 -0.590 0.0 0.0 0.0 0.42
H 4.145 0.185 0.330 0.0 0.0 0.0 -0.04
H 3.965 -1.298 -3.083 0.0 0.0 0.0 0.41
H 2.197 -1.044 -3.064 0.0 0.0 0.0 0.21
H 2.858 -2.562 -2.485 0.0 0.0 0.0 0.31
```
Forces are in eV/Å.

Frontier orbital gap (spin up / spin down) in eV: 6.75 / 6.75
HOMO (spin up / spin down) in eV: -6.83 / -6.83
Maximum force in eV/A: 0.62
ΔE to the lowest compared entry with this formula, charge and spin in kcal/mol: 5.70
Net charge: 0
2S+1: 4

***

(2)
This record from the OMol25 dataset describes a molecular structure, C26H28BF2LaN7O3. The level of theory is ωB97M-V with the def2-TZVPD basis set.

```
68
Properties=species:S:1:pos:R:3:forces:R:3:nbo_charge:R:1
La 0.216 0.706 -0.657 -0.3 -1.4 0.4 2.08
C 2.842 -0.408 -4.354 -0.2 0.0 0.0 -0.26
C 4.178 -0.576 -3.992 0.0 0.0 0.1 -0.14
C 4.531 -0.479 -2.668 -0.2 0.0 0.0 -0.22
C 3.546 -0.205 -1.697 0.0 0.0 -0.4 0.39
N 2.260 -0.050 -2.058 0.1 0.1 0.2 -0.61
C 1.928 -0.151 -3.359 0.2 0.0 -0.1 0.04
N 3.998 -0.141 -0.410 0.1 0.1 0.4 -0.53
C 3.398 0.247 0.663 0.3 -0.1 -0.1 0.49
N 2.124 0.735 0.899 -0.1 0.2 -0.1 -0.80
C 2.009 1.006 2.249 0.0 0.1 0.3 0.48
N 1.053 1.477 2.981 0.4 -0.2 0.0 -0.55
C -0.172 1.976 2.650 -0.4 0.2 0.1 0.39
C -0.920 2.498 3.728 0.0 -0.1 -0.2 -0.23
C -2.155 3.057 3.503 0.0 0.0 0.0 -0.15
C -2.650 3.116 2.199 0.1 0.0 -0.1 -0.27
C -1.866 2.597 1.191 -0.3 0.1 0.1 0.04
N -0.675 2.019 1.404 0.4 0.0 0.0 -0.61
C 3.285 0.677 2.918 0.3 -0.2 -0.1 -0.02
C 3.681 0.778 4.239 -0.1 0.0 -0.1 -0.19
C 4.980 0.393 4.544 0.0 0.0 0.1 -0.19
C 5.846 -0.072 3.556 0.0 0.0 0.0 -0.19
C 5.441 -0.169 2.232 -0.1 0.0 -0.1 -0.16
C 4.146 0.215 1.937 -0.1 0.0 0.3 -0.11
H 2.524 -0.470 -5.384 0.0 0.0 0.0 0.23
H 4.930 -0.781 -4.742 0.0 0.0 0.0 0.23
H 5.550 -0.606 -2.336 0.0 0.0 0.0 0.24
H 0.879 -0.003 -3.595 0.0 0.0 0.0 0.21
H -0.485 2.452 4.714 0.0 0.0 0.0 0.24
H -2.726 3.462 4.327 0.0 0.0 0.0 0.23
H -3.601 3.574 1.972 0.0 0.0 0.0 0.23
H -2.198 2.636 0.158 0.0 0.0 0.0 0.21
H 3.001 1.147 4.994 0.0 0.0 0.0 0.23
H 5.333 0.457 5.564 0.0 0.0 0.0 0.22
H 6.851 -0.359 3.833 0.0 0.0 0.0 0.22
H 6.103 -0.524 1.455 0.0 0.0 0.0 0.23
C -3.500 -0.948 -4.662 -0.1 0.0 0.0 -0.42
N -2.244 -1.261 -3.995 0.2 -0.1 0.0 -0.38
C -1.261 -2.022 -4.758 0.0 -0.1 0.0 -0.42
C -1.968 -0.863 -2.760 -0.1 0.1 -0.1 0.69
O -0.889 -1.087 -2.188 0.1 0.1 0.0 -0.72
C -3.031 -0.052 -2.022 0.0 0.0 0.0 -0.17
O -2.610 0.167 -0.687 0.0 -0.1 0.0 -0.54
C -3.128 -0.753 0.262 0.0 0.1 0.0 -0.15
C -2.026 -1.157 1.238 -0.1 0.0 0.0 0.70
O -0.845 -0.940 0.944 0.1 0.1 -0.1 -0.72
N -2.389 -1.744 2.374 0.1 0.0 0.0 -0.38
C -3.776 -1.995 2.736 -0.1 0.0 0.0 -0.42
C -1.382 -2.069 3.381 0.1 0.0 0.0 -0.42
H -3.356 -1.058 -5.733 0.0 0.0 0.0 0.23
H -4.298 -1.627 -4.352 0.0 0.0 0.0 0.21
H -3.800 0.082 -4.476 0.0 0.0 0.0 0.22
H -0.949 -1.451 -5.633 0.0 0.0 0.0 0.21
H -0.402 -2.226 -4.128 0.0 0.0 0.0 0.24
H -1.701 -2.964 -5.087 0.0 0.0 0.0 0.21
H -3.126 0.926 -2.498 0.0 0.0 0.0 0.25
H -4.008 -0.540 -2.059 0.0 0.0 0.0 0.21
H -3.964 -0.286 0.789 0.0 0.0 0.0 0.22
H -3.495 -1.660 -0.229 0.0 0.0 0.0 0.21
H -4.360 -2.311 1.874 0.0 0.0 0.0 0.21
H -3.803 -2.803 3.463 0.0 0.0 0.0 0.23
H -4.236 -1.113 3.185 0.0 0.0 0.0 0.21
H -0.401 -1.800 3.006 0.0 0.0 0.0 0.25
H -1.585 -1.510 4.295 0.0 0.0 0.0 0.21
H -1.408 -3.136 3.603 0.0 0.0 0.0 0.21
F -1.032 1.959 -3.743 0.1 -0.2 0.0 -0.55
B -0.778 2.419 -2.475 -0.7 0.8 -0.8 0.46
F -1.431 3.589 -2.317 0.1 0.0 0.1 -0.53
```
Forces are in eV/Å.

Frontier orbital gap in eV: 7.31
HOMO in eV: -10.31
Maximum force in eV/A: 1.46
ΔE to the lowest compared entry with this formula, charge and spin in kcal/mol: 8.16
Net charge: +1

***

(3)
This record from the OMol25 dataset describes a gas-phase ion, CH8N5 (charge +1). The level of theory is ωB97M-V with the def2-TZVPD basis set.

```
14
Properties=species:S:1:pos:R:3:forces:R:3:nbo_charge:R:1
C -0.509 -0.722 0.508 1.0 1.6 -1.5 0.68
N -0.145 -0.204 -0.690 0.6 -1.7 2.0 -0.42
N 0.403 -0.719 1.508 0.8 0.7 -4.7 -0.73
N -1.795 -1.091 0.658 1.9 0.0 -0.1 -0.76
N 1.055 1.710 -0.616 -1.0 0.6 0.2 -0.65
N 1.129 0.299 -0.862 0.3 0.3 -2.8 -0.30
H -0.844 -0.138 -1.367 -1.1 0.4 -1.5 0.39
H 1.146 -0.012 1.372 -0.4 -0.8 0.2 0.45
H -0.053 -0.709 2.321 -1.4 -0.1 4.5 0.39
H -1.857 -1.487 1.599 -1.5 -0.5 -1.0 0.43
H -2.264 -1.331 -0.245 -0.1 -0.2 1.9 0.44
H 0.397 2.203 -1.244 -0.4 -0.7 0.3 0.34
H 1.884 2.012 -1.034 2.2 1.0 0.0 0.36
H 1.452 0.189 -1.906 -1.1 -0.5 2.5 0.37
```
Forces are in eV/Å.

Structure (SMILES): NNNC(N)=[NH2+]
Frontier orbital gap in eV: 10.81
HOMO in eV: -14.10
Maximum force in eV/A: 4.80
ΔE to the lowest compared entry with this formula, charge and spin in kcal/mol: 54.42
Net charge: +1

***

Calculated E, -91336.6490; -50961.9969; -8609.1246 eV (same order as the records).